Record 1
The following is a DFT calculation (wB97M-V/def2-TZVPD) of the ion C7H12NO2 with charge +1 in a non-equilibrium geometry.

Calculated values
relative energy (zero: lowest compared OMol25 entry of this formula, charge and spin): 1.526 eV
Kohn-Sham gap (alpha / beta): 7.2 / 7.2 eV
total charge: +1
HOMO (alpha / beta): -12.42 / -12.42 eV
SMILES: C/[NH+]=C/C=C\C(O)=C(/C)O
maximum force: 1.5 eV/A
energy: -13030.8868 eV

Last column: Mulliken charge in e.
CARTESIAN COORDINATES (ANGSTROEM)
1 C -2.35 -1.00 1.03  -0.9064
2 N -1.28 -0.23 0.46  -0.0083
3 C -1.44 0.96 -0.09  0.1598
4 C -0.44 1.85 -0.44  -0.8223
5 C 0.91 1.72 -0.16  -0.3635
6 C 1.60 0.54 0.17  1.0243
7 O 2.72 0.58 0.95  -0.5505
8 C 1.31 -0.74 -0.31  -0.0398
9 C 0.46 -1.06 -1.48  -1.1908
10 O 2.04 -1.75 0.12  -0.4878
11 H -3.32 -0.59 0.74  0.3196
12 H -2.29 -2.03 0.70  0.3317
13 H -2.29 -0.99 2.12  0.3315
14 H -0.34 -0.48 0.77  0.2719
15 H -2.47 1.28 -0.24  0.3503
16 H -0.76 2.81 -0.82  0.4051
17 H 1.49 2.64 -0.15  0.3731
18 H 2.96 1.48 1.21  0.3539
19 H 1.06 -1.67 -2.15  0.4120
20 H 0.11 -0.17 -1.99  0.3432
21 H -0.40 -1.68 -1.21  0.3201
22 H 2.71 -1.47 0.77  0.3732

***

Record 2
The following is a DFT calculation (wB97M-V/def2-TZVPD) of a structure of composition C7H12NO2PS in a non-equilibrium geometry.

Calculated values
relative energy (zero: lowest compared OMol25 entry of this formula, charge and spin): 1.288 eV
Kohn-Sham gap (alpha / beta): 7.7 / 7.7 eV
total charge: 0
HOMO (alpha / beta): -8.25 / -8.25 eV
maximum force: 2.1 eV/A
energy: -33161.6832 eV

Last column: Mulliken charge in e.
CARTESIAN COORDINATES (ANGSTROEM)
1 C -2.82 2.64 -0.89  -0.7279
2 C -1.93 2.65 0.23  -0.1477
3 C -3.08 1.90 -1.94  0.8083
4 C 2.11 -0.16 -1.70  -1.1028
5 C -0.67 -2.29 1.76  -1.2693
6 C 2.51 -0.23 -0.24  -0.5147
7 C 0.42 -2.06 0.72  -0.4986
8 N -0.12 0.57 0.25  -0.2283
9 O -3.38 1.31 -2.89  -0.3226
10 O 1.46 -0.03 2.32  -0.7932
11 P 1.09 -0.36 0.94  0.7752
12 S -0.65 1.86 0.97  0.1359
13 H -3.51 3.49 -0.87  0.2712
14 H -2.11 3.49 0.88  0.2801
15 H 1.52 -1.03 -1.99  0.2839
16 H 1.51 0.73 -1.89  0.2911
17 H 3.00 -0.11 -2.33  0.3690
18 H -1.54 -1.68 1.53  0.2963
19 H -0.98 -3.33 1.79  0.3779
20 H -0.30 -2.00 2.74  0.3351
21 H 3.06 0.66 0.06  0.3233
22 H 3.14 -1.09 -0.05  0.3478
23 H 0.03 -2.18 -0.29  0.3265
24 H 1.25 -2.75 0.87  0.3836

***

Question: Among the records above, which one has the lowest energy?
Answer: C7H12NO2PS